ORCA calculation (the ωB97M-V functional and the def2-TZVPD basis) on a 2-piece molecular cluster, C6H12N2O2 overall at a distorted geometry.

```
22
Properties=species:S:1:pos:R:3
C -0.017 -0.665 -2.231
C 0.922 0.063 -1.700
C 1.950 0.799 -1.340
C -1.406 -0.140 -2.532
C -1.256 -0.283 3.119
C -0.387 -0.347 1.911
N 0.497 0.501 1.698
N -0.440 -1.452 1.093
O 2.636 1.496 -2.372
O 2.353 1.378 -0.152
H 0.257 -1.623 -2.549
H -1.459 0.851 -2.039
H -1.635 0.183 -3.563
H -2.087 -0.857 -2.188
H -0.608 -0.384 3.885
H -1.902 -1.138 3.232
H -1.893 0.700 3.183
H 0.569 1.448 2.175
H 3.063 2.209 -1.853
H 1.828 0.944 0.588
H -0.051 -1.404 0.198
H -0.933 -2.277 1.435
```

Results
**Multiplicity**: 1
**Energy relative to the best compared isomer or geometry (same formula, charge and spin)**: 74.9 kcal per mole
**Orbital gap**: 0.320 Eh
**Lowest unoccupied orbital energy**: 0.0263 Ha
**Structure (SMILES)**: [H]/N=C(\C)N.CC=C=C(O)O

natural (NBO) atomic charge list, values in e, 5 entries: -0.207 -0.158 0.530 -0.647 -0.676



ORCA calculation (the ωB97M-V functional and the def2-TZVPD basis) on C51H29CaCl4N4O3 as an isolated structure at a distorted geometry.

```
92
Properties=species:S:1:pos:R:3
Ca 0.009 -0.154 -0.207
Cl -4.538 4.434 6.866
C -3.706 3.742 5.510
C -2.629 4.408 4.954
C -1.956 3.841 3.887
C -2.347 2.608 3.366
C -3.467 1.982 3.919
C -4.142 2.536 4.987
C -1.622 1.879 2.314
C -0.257 1.607 2.500
C 0.584 2.078 3.574
C 1.819 1.555 3.360
C 1.714 0.729 2.181
C 2.732 -0.128 1.709
C 4.106 0.185 2.121
C 4.963 -0.765 2.677
C 6.268 -0.444 3.003
C 6.723 0.844 2.776
Cl 8.370 1.236 3.145
C 5.882 1.821 2.269
C 4.581 1.486 1.949
C 2.520 -1.257 0.919
N 1.304 -1.761 0.585
C 1.501 -2.949 0.005
C 0.471 -3.762 -0.554
C 0.497 -5.204 -0.419
C 1.531 -5.885 0.248
C 1.510 -7.251 0.430
C 0.439 -7.997 -0.034
Cl 0.430 -9.719 0.171
C -0.646 -7.354 -0.606
C -0.618 -5.986 -0.775
C -0.591 -3.118 -1.242
C -1.240 -3.583 -2.450
C -2.082 -2.592 -2.842
C -1.982 -1.551 -1.845
N -1.044 -1.897 -0.934
C -2.842 -0.458 -1.733
C -2.911 0.416 -0.639
C -3.939 1.399 -0.392
C -3.629 1.986 0.790
C -2.378 1.410 1.223
N -2.000 0.457 0.352
C -3.720 -0.214 -2.889
C -3.114 0.120 -4.100
C -3.876 0.317 -5.235
C -5.252 0.164 -5.158
Cl -6.209 0.361 -6.596
C -5.875 -0.147 -3.962
C -5.102 -0.338 -2.831
C 2.919 -3.212 -0.106
C 3.551 -2.142 0.434
N 0.466 0.795 1.694
H -2.320 5.364 5.350
H -1.123 4.367 3.446
H -3.784 1.033 3.512
H -4.995 2.037 5.421
H 0.281 2.707 4.391
H 2.694 1.673 3.974
H 4.588 -1.757 2.879
H 6.927 -1.182 3.437
H 6.252 2.825 2.122
H 3.914 2.232 1.546
H 2.358 -5.330 0.657
H 2.321 -7.744 0.941
H -1.509 -7.923 -0.912
H -1.500 -5.508 -1.166
H -1.017 -4.491 -2.984
H -2.726 -2.589 -3.702
H -4.783 1.619 -1.021
H -4.158 2.780 1.288
H -2.041 0.243 -4.121
H -3.412 0.577 -6.175
H -6.949 -0.256 -3.920
H -5.570 -0.603 -1.895
H 3.367 -4.035 -0.633
H 4.609 -1.965 0.466
O 0.813 2.337 -4.551
C 1.450 3.133 -3.649
C 2.085 4.302 -4.055
C 2.735 5.107 -3.139
C 2.752 4.761 -1.801
C 2.139 3.589 -1.395
C 1.494 2.764 -2.303
C 0.914 1.460 -1.790
O -0.302 1.245 -1.898
O 1.719 0.684 -1.243
H 0.878 2.750 -5.422
H 2.081 4.582 -5.101
H 3.237 6.003 -3.475
H 3.257 5.394 -1.087
H 2.150 3.282 -0.359
```

Results
**Multiplicity**: 1
**Orbital gap (alpha / beta)**: 0.188 / 0.184 Eh
**Charge**: -1
**Lowest unoccupied orbital energy (alpha / beta)**: 0.0394 / 0.0391 Ha

Mulliken atomic charge list, values in e, 5 entries: 2.229 -0.241 0.380 -0.839 -0.416



ORCA calculation (the ωB97M-V functional and the def2-TZVPD basis) on a 5-piece molecular cluster, C41H89BClNO19P4S overall at a distorted geometry.

```
157
Properties=species:S:1:pos:R:3
C -6.409 -5.770 -0.934
N -5.613 -5.293 -2.162
C -4.276 -5.992 -2.060
B -2.971 -4.965 -2.293
C -1.549 -5.694 -2.680
C -0.249 -5.195 -1.815
C -0.567 -4.745 -0.272
C 0.804 -5.066 0.631
S 1.941 -3.589 0.815
O 1.250 -2.209 0.704
O 2.520 -3.664 2.281
Cl 3.649 -3.697 -0.438
C -3.165 -3.316 -2.132
O -2.778 -2.668 -3.397
C -1.965 -1.454 -3.157
C -0.344 -1.600 -3.541
C 0.748 -0.389 -3.376
C 2.356 -0.576 -3.737
C 0.167 1.062 -2.819
C -1.435 1.222 -2.418
C -2.517 -0.029 -2.562
C -4.101 0.107 -2.138
C -4.349 1.466 -1.212
C -5.154 -0.005 -3.391
H -6.243 -6.903 -0.686
H -6.116 -5.108 -0.008
H -7.552 -5.651 -1.247
H -6.130 -5.687 -2.986
H -4.211 -6.828 -2.900
H -4.094 -6.545 -1.040
H -1.666 -6.864 -2.559
H -1.283 -5.492 -3.824
H 0.366 -4.370 -2.389
H 0.480 -6.138 -1.741
H -0.751 -3.586 -0.250
H -1.423 -5.373 0.256
H 0.403 -5.339 1.712
H 1.415 -5.978 0.224
H -4.301 -3.011 -1.942
H -2.561 -2.863 -1.229
H 0.077 -2.641 -3.940
H 2.509 -0.307 -4.882
H 3.032 0.099 -3.041
H 2.680 -1.712 -3.570
H 0.947 1.947 -2.730
H -1.765 2.295 -2.017
H -4.322 -0.810 -1.410
H -4.596 2.411 -1.892
H -3.445 1.693 -0.485
H -5.302 1.249 -0.526
H -4.640 -0.016 -4.451
H -5.801 -0.984 -3.210
H -5.921 0.897 -3.273
O 3.714 5.050 -2.352
P 4.926 4.686 -3.245
O 4.300 3.239 -3.749
C 3.352 3.268 -4.802
C 3.991 3.649 -6.124
O 5.855 4.099 -1.986
C 5.601 4.556 -0.661
C 4.588 3.663 0.043
O 6.280 4.280 -4.242
C 6.963 5.415 -4.759
C 7.530 6.299 -3.663
H 2.538 3.954 -4.551
H 2.927 2.262 -4.883
H 4.329 4.690 -6.106
H 3.279 3.542 -6.947
H 4.868 3.027 -6.330
H 5.285 5.602 -0.670
H 6.550 4.527 -0.113
H 3.733 3.408 -0.596
H 4.209 4.151 0.946
H 5.053 2.713 0.327
H 6.275 5.985 -5.391
H 7.775 5.050 -5.395
H 6.733 6.722 -3.042
H 8.097 7.129 -4.092
H 8.184 5.725 -2.999
O 0.590 5.408 2.357
P -0.303 6.600 1.936
O -1.731 5.830 2.268
C -2.160 5.800 3.618
C -2.588 7.173 4.103
O -0.239 6.254 0.303
C 0.863 5.511 -0.208
C 0.573 4.015 -0.190
O -1.302 7.933 1.466
C -0.676 9.198 1.641
C 0.587 9.338 0.812
H -1.366 5.395 4.252
H -3.013 5.116 3.673
H -1.730 7.849 4.161
H -3.037 7.113 5.098
H -3.311 7.624 3.415
H 1.777 5.754 0.339
H 1.029 5.833 -1.243
H 0.109 3.686 0.749
H 1.495 3.444 -0.338
H -0.131 3.756 -0.988
H -0.453 9.339 2.703
H -1.398 9.966 1.346
H 1.349 8.615 1.122
H 1.012 10.340 0.923
H 0.381 9.153 -0.247
O -8.176 -3.596 3.898
P -9.324 -2.679 3.409
O -9.612 -3.540 2.025
C -10.404 -4.711 2.136
C -11.854 -4.383 2.441
O -8.310 -1.529 2.746
C -6.979 -1.407 3.238
C -6.020 -2.294 2.454
O -10.606 -1.654 2.863
C -11.311 -1.017 3.922
C -10.414 -0.120 4.756
H -9.986 -5.371 2.901
H -10.346 -5.234 1.176
H -11.953 -3.956 3.444
H -12.475 -5.281 2.396
H -12.246 -3.644 1.735
H -6.945 -1.618 4.309
H -6.677 -0.359 3.121
H -6.424 -3.300 2.278
H -5.069 -2.393 2.985
H -5.827 -1.863 1.466
H -11.775 -1.784 4.550
H -12.112 -0.423 3.473
H -9.633 -0.698 5.261
H -10.996 0.399 5.523
H -9.911 0.621 4.128
O 7.909 -1.952 3.219
P 8.675 -3.109 2.532
O 9.548 -2.123 1.529
C 10.697 -1.492 2.068
C 11.809 -2.488 2.342
O 7.445 -3.477 1.465
C 6.104 -3.134 1.803
C 5.748 -1.744 1.292
O 9.532 -4.402 1.765
C 9.704 -5.540 2.600
C 8.381 -6.144 3.034
H 10.430 -0.948 2.979
H 11.041 -0.760 1.331
H 11.531 -3.166 3.154
H 12.729 -1.974 2.634
H 12.011 -3.103 1.459
H 5.944 -3.226 2.880
H 5.443 -3.872 1.330
H 6.541 -1.008 1.482
H 4.827 -1.387 1.764
H 5.600 -1.764 0.208
H 10.298 -5.253 3.473
H 10.279 -6.279 2.034
H 7.807 -5.443 3.649
H 8.547 -7.050 3.625
H 7.763 -6.393 2.167
```

Results
**Multiplicity**: 1
**Orbital gap**: 0.214 Eh
**Lowest unoccupied orbital energy**: -0.0689 Ha
**Structure (SMILES)**: CNCB(CCCCS(=O)(=O)Cl)COc1cc(C)ccc1C(C)C.CCOP(=O)(OCC)OCC.CCOP(=O)(OCC)OCC.CCOP(=O)(OCC)OCC.CCOP(=O)(OCC)OCC

Mulliken atomic charge list, values in e, 5 entries: -0.795 -0.279 -0.681 0.263 -0.543



ORCA calculation (the ωB97M-V functional and the def2-TZVPD basis) on C3H6N2O as an isolated structure at a distorted geometry.

```
12
Properties=species:S:1:pos:R:3
N 0.297 0.336 1.685
C 0.454 -0.380 0.443
C -0.924 -0.720 -0.157
O -0.962 0.494 -0.899
C 0.549 0.457 -0.810
N 1.105 0.743 -1.887
H 1.180 0.727 1.992
H -0.353 1.106 1.543
H 1.178 -1.188 0.538
H -0.905 -1.596 -0.817
H -1.717 -0.784 0.580
H 0.099 0.807 -2.211
```

Results
**Multiplicity**: 1
**Energy relative to the best compared isomer or geometry (same formula, charge and spin)**: 78.3 kcal per mole
**Orbital gap**: 0.400 Eh
**Lowest unoccupied orbital energy**: 0.0323 Ha

natural (NBO) atomic charge list, values in e, 5 entries: -0.809 -0.126 -0.075 -0.589 0.481



ORCA calculation (the ωB97M-V functional and the def2-TZVPD basis) on one molecule with the formula C3H4N2O3 at a distorted geometry.

```
12
Properties=species:S:1:pos:R:3
C -0.044 -2.088 1.281
C 0.066 -0.992 0.352
C -0.708 0.268 0.418
H -1.041 -2.591 0.918
H 0.675 -2.951 0.789
H -0.037 -1.781 2.305
H 1.011 2.347 0.106
N 0.926 -1.150 -0.576
N -0.003 0.831 -0.687
O 1.050 0.015 -1.176
O 0.247 2.179 -0.674
O -1.667 0.816 0.902
```

Results
**Multiplicity**: 1
**Energy relative to the best compared isomer or geometry (same formula, charge and spin)**: 153.3 kcal per mole
**Orbital gap**: 0.350 Eh
**Lowest unoccupied orbital energy**: -0.0132 Ha
**Structure (SMILES)**: Cc1non(O)c1=O

natural (NBO) atomic charge list, values in e, 5 entries: -0.654 0.045 0.557 0.235 0.248



no.,energy (eV)
1,-13489.17661
2,-133995.02895
3,-145521.31054
4,-8233.30143
5,-12292.34684